Entry 1:
The following is a DFT calculation (the ωB97M-V functional and the def2-TZVPD basis) of a structure of composition H16NaO8 at a distorted geometry.

For the energy above the lowest of the compared OMol25 structures with the same formula, charge and spin, the calculation gives 24.24 kcal/mol. The calculation puts the strongest force on any atom at 2.61 eV/Å. Its charge is +1.

Each line ends with the natural charge from an NBO analysis.
Atoms and positions in Å:
H -16.72500 4.77200 -13.19900  0.481
O -15.87500 1.82600 -11.96200  -0.952
H -13.83000 0.15600 -14.88400  0.482
H -16.34400 0.98600 -11.98500  0.492
O -17.47300 3.45600 -15.27500  -0.961
O -18.75200 1.64400 -13.36900  -0.942
H -17.80900 4.38900 -15.07400  0.483
H -14.52800 4.36700 -16.26900  0.492
H -12.57400 2.75700 -13.52700  0.483
Na -15.27900 2.56800 -14.07500  0.900
O -13.68000 0.54500 -13.99500  -0.944
H -12.87100 4.22500 -14.03200  0.490
H -14.70700 3.15000 -17.24200  0.501
O -16.51700 0.76500 -15.04700  -0.958
H -16.91400 3.52000 -16.03200  0.482
H -16.23700 -0.15700 -15.02500  0.497
H -12.75300 0.70800 -14.00000  0.474
H -17.94100 1.39200 -13.89600  0.477
H -18.62300 2.61000 -13.23900  0.457
H -15.01500 1.61300 -11.68400  0.477
H -15.67900 5.28100 -14.18200  0.463
H -16.67100 0.99300 -15.92600  0.487
O -13.22200 3.46500 -13.58000  -0.957
O -14.74600 3.42000 -16.32600  -0.976
O -15.78600 4.72700 -13.37500  -0.929

Cartesian forces, eV/Å:
-0.307 0.024 0.362
-1.646 0.390 -0.829
0.083 0.257 0.824
-0.276 0.012 0.138
-1.404 1.699 1.393
1.521 0.561 -0.416
0.588 -2.056 -0.824
0.018 -0.591 -0.457
0.327 0.551 -0.169
-0.115 -0.099 0.092
-1.274 -0.377 -1.036
0.682 0.195 -0.066
0.222 0.182 -0.448
0.877 -0.593 2.316
0.634 0.437 -0.960
-0.226 -0.012 -0.054
1.296 -0.038 0.144
-1.461 0.341 0.643
-0.298 -1.088 -0.079
1.865 -0.447 0.860
-0.117 -0.363 1.009
-0.692 0.384 -2.405
-0.630 -0.566 0.369
-0.182 0.405 0.626
0.516 0.792 -1.033

Entry 2:
The following is a DFT calculation (the ωB97M-V functional and the def2-TZVPD basis) of a structure of composition C2H4INO2 at a distorted geometry.

For the energy above the lowest of the compared OMol25 structures with the same formula, charge and spin, the calculation gives 65.56 kcal/mol. The calculation puts the strongest force on any atom at 3.69 eV/Å.

Each line ends with the natural charge from an NBO analysis.
Atoms and positions in Å:
C -1.20402 0.41498 0.31048  -0.695
N 1.20671 -0.05400 -0.09679  -0.243
H -0.62181 0.89981 1.12860  0.259
O -0.36294 -0.84589 -1.50262  -0.643
H -1.82567 -0.44600 0.57531  0.236
H -1.75480 1.20393 -0.29308  0.236
C -0.00430 -0.13747 -0.47647  0.515
I 0.84579 -2.31165 -2.12816  0.441
H 2.32220 0.45964 1.43339  0.487
O 1.39886 0.81665 1.04933  -0.595

Cartesian forces, eV/Å:
1.526 1.223 -0.912
0.519 0.373 0.392
-1.410 -0.310 -0.027
-0.357 -1.364 -1.705
0.004 0.466 0.146
0.533 -1.137 0.776
-0.472 1.378 2.521
0.077 0.131 -0.092
-3.179 1.200 -1.450
2.760 -1.959 0.351

Entry 3:
The following is a DFT calculation (the ωB97M-V functional and the def2-TZVPD basis) of a structure of composition C8H5ClNO4 at a distorted geometry.

For the energy above the lowest of the compared OMol25 structures with the same formula, charge and spin, the calculation gives 10.74 kcal/mol. The calculation puts the strongest force on any atom at 3.45 eV/Å. Its charge is -1.

Each line ends with the natural charge from an NBO analysis.
Atoms and positions in Å:
H 2.16880 -1.69883 1.04207  0.208
H 3.54636 -0.46560 -0.33332  0.203
H -0.00347 2.00522 -1.42321  0.266
O -2.56863 -0.49195 0.31931  -0.542
O -1.00972 -2.12416 -1.49686  -0.498
Cl -0.87594 3.66076 0.53597  -0.792
C 0.62123 1.28769 -0.93622  -0.133
C -1.10011 -2.62162 -0.47874  1.049
C 1.66908 -0.83020 0.62986  -0.229
O -1.28209 -3.25674 0.49443  -0.553
C -1.56911 1.03335 0.16949  0.378
C -0.17011 0.68651 0.09920  -0.137
C 1.92510 0.85893 -1.03261  -0.229
N -2.69281 0.76505 0.75046  0.373
H -0.36622 -0.83123 1.54868  0.229
H 2.58497 1.32822 -1.76590  0.202
O -3.63420 1.18895 1.31486  -0.384
C 2.46222 -0.12378 -0.27958  -0.219
C 0.29466 -0.37057 0.84211  -0.192

Cartesian forces, eV/Å:
-0.658 0.000 0.660
-1.511 0.731 -0.350
0.791 0.731 -0.894
-0.555 -0.627 0.022
0.575 1.109 -1.829
-0.363 -0.586 0.014
-1.265 -1.540 2.428
-1.165 -2.093 2.459
-1.471 1.304 -0.446
0.589 0.876 -0.778
-0.419 1.348 -0.120
0.563 0.198 -0.984
0.158 2.477 -2.357
2.413 -1.245 -1.173
-0.085 -0.345 0.244
-0.245 0.026 0.058
-1.464 1.327 1.117
1.127 -2.626 1.934
2.984 -1.064 -0.003

Kohn-Sham gap in eV, matching the order above: 9.83 8.32 7.59
Total energy in eV, matching the order above: -21052.387 -15821.445 -30575.984
HOMO in eV, matching the order above: -13.552 -9.326 -4.579